{
  "formula": "C28H84O14",
  "method": "ωB97M-V/def2-TZVPD",
  "symbols": ["C", "C", "O", "H", "H", "H", "H", "H", "H", "C", "C", "O", "H", "H", "H", "H", "H", "H", "C", "C", "O", "H", "H", "H", "H", "H", "H", "C", "C", "O", "H", "H", "H", "H", "H", "H", "C", "C", "O", "H", "H", "H", "H", "H", "H", "C", "C", "O", "H", "H", "H", "H", "H", "H", "C", "C", "O", "H", "H", "H", "H", "H", "H", "C", "C", "O", "H", "H", "H", "H", "H", "H", "C", "C", "O", "H", "H", "H", "H", "H", "H", "C", "C", "O", "H", "H", "H", "H", "H", "H", "C", "C", "O", "H", "H", "H", "H", "H", "H", "C", "C", "O", "H", "H", "H", "H", "H", "H", "C", "C", "O", "H", "H", "H", "H", "H", "H", "C", "C", "O", "H", "H", "H", "H", "H", "H"],
  "coordinates": [[-3.45657, 1.86085, -3.39253], [-2.52924, 1.49465, -2.21995], [-2.32095, 2.70257, -1.47861], [-3.64165, 0.96414, -3.98395], [-3.07839, 2.63607, -4.05895], [-4.36864, 2.23705, -2.92919], [-1.59830, 1.05809, -2.58170], [-2.99637, 0.72078, -1.61085], [-2.03039, 3.44400, -2.01476], [-0.31431, -0.19214, 0.43108], [0.92134, -0.87560, -0.17346], [0.84430, -0.84826, -1.61226], [-1.24517, -0.67927, 0.14070], [-0.40015, 0.84239, 0.09869], [-0.28899, -0.27328, 1.51775], [0.86706, -1.90705, 0.17480], [1.82011, -0.38834, 0.20455], [1.26940, -0.04386, -1.91858], [0.75396, -2.30299, 4.72012], [2.29568, -2.16767, 4.89092], [2.93946, -1.99991, 3.66544], [0.54437, -3.17227, 4.09680], [0.35870, -1.44990, 4.16866], [0.28317, -2.24127, 5.70127], [2.65990, -3.04026, 5.43316], [2.64388, -1.30773, 5.46306], [2.86871, -2.85030, 3.22563], [-4.36181, 0.61641, 1.04976], [-4.63016, 2.13142, 1.11667], [-3.94398, 2.59991, 2.30065], [-4.73147, 0.06170, 1.91216], [-3.28863, 0.42644, 1.03254], [-4.88897, 0.24547, 0.17077], [-5.69528, 2.36292, 1.12329], [-4.22057, 2.65720, 0.25416], [-3.02361, 2.74100, 2.06696], [-0.40263, 1.04989, -5.19580], [-0.11388, 2.56425, -5.46744], [-1.16325, 3.03403, -6.27382], [-1.40328, 0.94961, -4.77539], [0.34137, 0.54280, -4.58145], [-0.39300, 0.53917, -6.15871], [0.78542, 2.66914, -6.07436], [-0.03812, 3.13524, -4.54207], [-0.99042, 3.96915, -6.40527], [5.83222, 1.45951, 1.96629], [4.90109, 0.24877, 2.01664], [5.08648, -0.43085, 3.20190], [5.48039, 2.32029, 2.53495], [6.03347, 1.81537, 0.95585], [6.80822, 1.23081, 2.39432], [5.07037, -0.46755, 1.21270], [3.85560, 0.55594, 2.04325], [4.30613, -0.95409, 3.39910], [4.01071, 0.22643, -4.48780], [3.13326, -1.04347, -4.64300], [3.90604, -2.24921, -4.59444], [3.40592, 1.13214, -4.53274], [4.75274, 0.39147, -5.26897], [4.52500, 0.33921, -3.53339], [2.57167, -0.88095, -5.56294], [2.47455, -1.10285, -3.77659], [3.39780, -2.96013, -4.99179], [-2.00884, -3.43279, -4.68938], [-0.83640, -2.65048, -4.07913], [-1.20632, -2.27020, -2.76522], [-2.27820, -4.20639, -3.97030], [-1.75486, -3.97366, -5.60100], [-2.85396, -2.77347, -4.88736], [-0.61814, -1.76833, -4.68104], [0.07194, -3.25194, -4.04374], [-0.45739, -1.78351, -2.41330], [2.15528, 2.96543, -0.58694], [1.53818, 2.46288, -1.84930], [2.46193, 1.50687, -2.23243], [2.49189, 2.20684, 0.11970], [1.51927, 3.61512, 0.01431], [2.94645, 3.66517, -0.85622], [1.54203, 3.16191, -2.68562], [0.60923, 2.01119, -1.50127], [3.27415, 1.91344, -2.54325], [-3.58664, -0.10433, 5.05926], [-2.19934, -0.01519, 4.39298], [-1.37925, 0.81599, 5.09181], [-4.02809, 0.86844, 5.27595], [-3.62772, -0.77959, 5.91394], [-4.30144, -0.55456, 4.37048], [-2.26727, 0.33633, 3.36345], [-1.72452, -0.99568, 4.42878], [-0.90464, 1.30570, 4.41615], [-2.88497, -3.85578, 3.13072], [-2.57167, -3.46659, 1.71055], [-3.65063, -2.68915, 1.27724], [-2.90467, -2.97433, 3.77162], [-2.14005, -4.52911, 3.55477], [-3.86602, -4.33052, 3.11449], [-2.40027, -4.33841, 1.07916], [-1.66785, -2.87159, 1.57951], [-3.51999, -2.48334, 0.34870], [2.13388, 1.81875, 4.41304], [1.50541, 2.07816, 3.08131], [0.09825, 2.09544, 3.20634], [1.61780, 2.41707, 5.16390], [3.16889, 2.14936, 4.49986], [2.05001, 0.78170, 4.73797], [1.84022, 1.41255, 2.28572], [1.68000, 3.10994, 2.77628], [-0.29098, 2.50044, 2.42784], [-0.98835, 4.90426, 2.48443], [-1.50269, 4.36372, 1.13965], [-1.20151, 3.00740, 1.01037], [-1.12100, 5.98294, 2.56778], [0.08007, 4.71673, 2.59130], [-1.46249, 4.33730, 3.28559], [-1.09375, 4.88248, 0.27260], [-2.58811, 4.39267, 1.04416], [-1.39947, 2.70609, 0.12064], [0.51894, -4.57375, -1.40790], [1.19844, -5.86490, -1.95961], [2.55908, -5.93051, -1.57400], [1.22404, -3.78620, -1.67380], [0.35384, -4.56435, -0.33051], [-0.45962, -4.51291, -1.88415], [1.31509, -5.90793, -3.04250], [0.65311, -6.75011, -1.63232], [2.94940, -6.64979, -2.07587]],
  "lowdin_charge": [-0.0696, -0.2671, -0.1037, 0.0793, 0.0685, 0.0788, 0.0854, 0.1087, 0.1003, -0.0577, -0.2319, -0.1023, 0.0655, 0.0475, 0.0739, 0.1031, 0.1072, 0.0365, -0.0559, -0.3005, -0.0860, 0.0705, 0.0485, 0.0850, 0.1113, 0.1096, 0.1071, -0.0842, -0.2638, -0.0923, 0.0679, 0.0511, 0.0713, 0.1102, 0.0858, 0.0255, -0.0597, -0.3079, -0.0789, 0.0444, 0.0566, 0.0790, 0.1076, 0.0897, 0.0851, -0.0744, -0.3457, -0.0839, 0.0639, 0.0631, 0.0727, 0.1116, 0.0812, 0.0201, -0.0844, -0.2871, -0.0718, 0.0498, 0.0751, 0.0688, 0.1071, 0.0888, 0.0751, -0.0719, -0.3227, -0.1070, 0.0688, 0.0696, 0.0710, 0.0875, 0.0977, 0.0163, -0.0734, -0.3042, -0.1090, 0.0746, 0.0670, 0.0845, 0.1203, 0.0960, 0.0867, -0.0653, -0.3586, -0.0723, 0.0746, 0.0678, 0.0534, 0.0989, 0.0726, 0.0242, -0.0715, -0.3440, -0.0752, 0.0586, 0.0736, 0.0819, 0.1072, 0.0929, 0.0811, -0.0512, -0.2948, -0.1128, 0.0877, 0.0806, 0.0631, 0.0848, 0.1063, 0.0240, -0.0381, -0.3003, -0.1384, 0.0837, 0.0638, 0.0864, 0.1134, 0.1065, 0.0391, -0.0655, -0.3114, -0.0914, 0.0696, 0.0680, 0.0618, 0.1040, 0.1024, 0.0772],
  "energy_ha": -2170.37212,
  "largest_force_ev_per_a": 3.06,
  "homo_ev": -9.0438,
  "de_lowest_kcal_mol": 67.8
}